65
Properties=species:S:1:pos:R:3:forces:R:3:nbo_charge:R:1 method="wB97M-V/def2-TZVPD" e_above_lowest_kj_mol=14.5 gap_ev="7.066 / 6.473" homo_energy_ev="-10.500 / -10.690" largest_force_ev_per_a=7.339 multiplicity=4 lumo_ev="-3.43 / -4.22" charge=+1
C 0.353431 2.348712 -0.612387 -0.619 0.732 -0.456 -0.0893
C 0.202113 1.353575 -1.635753 0.735 0.712 -1.543 -0.0571
C 1.331490 0.469650 -1.567262 1.295 1.158 -1.357 -0.0725
C 2.179912 0.916770 -0.495947 2.313 0.478 -1.299 -0.0823
C 1.565772 2.070754 0.106657 1.197 0.365 -0.653 -0.0529
Re 0.305366 0.442445 0.257849 -4.366 -2.324 4.490 1.0979
C 1.076224 -3.022967 1.756486 -4.719 1.522 -5.411 0.0634
C 0.361918 -1.790130 1.884878 1.399 -0.921 2.249 -0.2256
H -0.678502 -1.757385 2.299160 0.880 -0.484 -0.210 0.1848
C 1.102958 -0.519647 1.988868 0.505 0.058 -0.700 -0.7668
H 2.176825 -0.667952 1.917954 0.011 -0.033 0.274 0.2254
H 0.863289 0.113455 2.844265 -0.024 -0.218 0.081 0.2247
C 0.136052 -4.258459 1.639346 0.172 -1.170 1.414 -0.6926
H -0.972325 -4.168191 1.601567 0.684 0.888 0.153 0.2250
H 0.330284 -5.018510 0.853492 0.524 0.762 0.261 0.2200
H 0.312635 -4.791533 2.580993 -0.206 -0.413 -0.077 0.2391
C 2.060821 -3.000158 0.545968 2.386 -0.009 0.654 -0.6905
H 2.078968 -2.206420 -0.245943 -0.857 -0.104 1.199 0.2116
H 3.054676 -2.911113 1.001430 0.331 -0.096 -0.357 0.2316
H 2.127865 -3.915169 -0.070267 -0.424 0.023 0.820 0.2272
C -0.900632 1.299806 -2.637945 -0.289 0.055 -0.191 -0.6446
H -1.850442 1.617907 -2.195035 0.053 -0.010 -0.085 0.2102
H -0.699427 1.971598 -3.485652 0.010 -0.174 0.204 0.2423
H -1.042906 0.285666 -3.017204 0.080 0.227 -0.023 0.2439
C 1.642975 -0.582483 -2.582586 -0.035 -0.378 0.038 -0.6320
H 0.734771 -1.123954 -2.857668 0.142 -0.040 -0.037 0.2384
H 2.059145 -0.139405 -3.501078 -0.121 0.044 0.373 0.2475
H 2.372291 -1.305023 -2.205428 -0.133 0.070 -0.090 0.2265
C 3.559742 0.427642 -0.179801 0.144 -0.035 -0.010 -0.6256
H 3.751815 -0.544459 -0.643172 0.010 0.152 0.136 0.2298
H 4.320262 1.134756 -0.544055 -0.254 -0.178 0.000 0.2382
H 3.707951 0.331922 0.900366 0.019 -0.047 -0.164 0.2241
C 2.115176 2.902838 1.222689 -0.011 -0.068 0.333 -0.6358
H 2.909101 2.373404 1.758301 -0.132 0.093 -0.102 0.2374
H 2.529633 3.846026 0.840304 -0.093 -0.261 -0.032 0.2485
H 1.334168 3.161995 1.946798 0.104 -0.026 -0.094 0.2316
C -0.516971 3.545231 -0.409403 -0.152 0.266 0.064 -0.6311
H -0.556729 3.831900 0.647622 -0.036 -0.038 -0.196 0.2324
H -0.131740 4.409150 -0.971194 -0.045 -0.257 0.084 0.2414
H -1.541479 3.357284 -0.749894 0.222 0.083 0.079 0.2218
C -1.826127 -1.889294 -2.024576 1.102 -2.034 2.454 0.1101
C -0.946218 -2.818839 -1.423096 1.682 -0.984 -0.569 -0.3761
C -2.351591 -2.073883 -3.246615 0.130 -0.535 -1.894 -0.3307
C -0.313503 -3.776305 -2.244096 -1.087 0.847 -0.696 -0.1963
H -0.395760 -3.119833 -0.515673 -1.437 2.098 0.917 0.2736
C -1.724516 -3.074403 -4.091706 -0.433 0.733 0.667 -0.1879
H -3.192830 -1.444243 -3.565498 0.460 -0.365 -0.270 0.2434
C -0.701527 -3.862376 -3.568745 0.064 -0.056 -0.866 -0.2076
H 0.465634 -4.422594 -1.838245 -0.317 0.134 -0.074 0.2198
H -2.036617 -3.212441 -5.136871 0.040 0.177 0.623 0.2365
H -0.158717 -4.558358 -4.200377 -0.319 -0.016 -0.166 0.2268
N -1.770153 0.522423 1.074446 -0.172 -0.519 -0.034 -0.8520
C -2.043755 1.666295 1.941792 -0.215 0.228 -0.139 0.2079
C -2.982944 2.621011 1.546621 0.263 0.165 0.229 -0.2656
C -3.116703 3.796657 2.297381 0.061 -0.296 -0.021 -0.1820
C -2.330646 3.999078 3.434920 0.018 -0.054 -0.074 -0.2103
C -1.431017 3.013268 3.844743 -0.200 -0.267 -0.157 -0.1738
C -1.311118 1.824306 3.114929 0.087 0.398 0.007 -0.2788
H -2.362168 0.532061 0.240629 -0.090 0.077 0.311 0.4175
H -1.957069 -0.357713 1.551416 -0.259 0.091 0.065 0.4102
H -3.578104 2.464637 0.642105 0.176 0.078 0.295 0.2221
H -3.833000 4.556999 1.985448 0.186 -0.228 0.090 0.2345
H -2.425646 4.921619 4.011048 0.023 -0.298 -0.220 0.2356
H -0.818300 3.154699 4.735635 -0.234 -0.036 -0.216 0.2324
H -0.624080 1.047700 3.447063 -0.229 0.255 -0.080 0.2246

119
Properties=species:S:1:pos:R:3:forces:R:3:mulliken_charge:R:1 method="wB97M-V/def2-TZVPD" gap_ev=8.179 homo_energy_ev=-7.857 largest_force_ev_per_a=4.161 lumo_ev=0.32 charge=0
Al -0.626416 -2.575649 -0.688043 0.208 0.542 -0.041 -1.0114
C -3.824280 -2.827217 -0.043016 0.669 -0.212 -1.266 -0.9089
O -2.549701 -2.193435 -0.004400 -0.181 1.467 0.285 0.3744
C -2.627668 -0.834141 0.454516 -0.531 -1.427 -0.602 0.0149
C -2.971496 0.168398 -0.429809 0.114 0.621 -1.637 0.2567
C -3.298917 -0.135549 -1.930063 -0.318 0.176 0.779 -1.3141
C -2.215479 0.211598 -2.910134 -0.427 1.165 0.793 0.0323
C -2.328281 1.293348 -3.769118 0.624 -0.622 -0.313 -0.8501
C -1.309708 1.610849 -4.673067 -0.498 1.225 0.005 0.1389
C -0.166902 0.873072 -4.601881 1.387 -0.515 -0.959 -0.4337
C -0.061178 -0.177750 -3.722842 3.643 -1.455 -1.386 0.1279
C 1.208630 -1.098372 -3.688331 -1.003 2.388 2.758 -1.5672
C 1.927706 -0.795266 -2.339660 -0.398 -0.346 -0.281 0.1283
C 2.367511 0.494051 -2.100214 0.940 1.404 -0.533 -0.1201
C 3.069730 0.931346 -0.961936 -0.648 -1.820 0.436 -0.7345
C 3.195408 -0.046998 0.051307 -0.741 -0.184 -1.732 -0.3669
C 2.618879 -1.332039 -0.076578 1.428 1.218 1.051 0.2042
C 2.718836 -2.161167 1.201376 -0.276 0.654 -0.008 -1.7576
C 1.768126 -1.688970 2.292691 0.797 -0.282 0.218 0.9675
C 2.243804 -1.407330 3.591898 1.856 -0.825 -1.400 -0.7409
C 1.395546 -1.285286 4.659299 -1.731 0.133 0.080 0.3502
C 0.022655 -1.337653 4.398807 1.035 -0.418 -2.214 -0.6214
C -0.478403 -1.565192 3.113152 -0.452 0.235 0.190 -0.3854
C -1.978260 -1.596711 2.821297 0.112 -0.980 -0.557 -1.9073
C -2.366269 -0.601687 1.767768 1.187 2.033 0.971 0.1516
C -2.191472 0.753208 2.116373 -0.048 0.025 0.598 -0.1112
C -2.401787 1.836151 1.255591 -0.732 -1.196 0.128 -0.2476
C -2.884610 1.505508 -0.002181 -0.009 -0.147 -1.181 -0.4087
C -2.221172 3.259967 1.673540 0.480 1.789 -0.591 2.5727
C -3.525017 4.023709 1.943235 -1.981 -1.779 0.604 -1.7023
C -1.493284 4.115458 0.578106 0.141 -0.128 0.790 -1.2513
C -1.403173 3.357629 2.945401 0.467 0.159 -0.842 -2.3794
C 0.410788 -1.752362 2.053088 -0.889 -0.799 -0.649 -0.1594
O -0.080911 -2.166696 0.850326 0.666 0.767 1.077 0.7292
C 1.862399 -1.029933 6.046960 2.079 -0.860 0.886 1.9243
C 2.613385 0.333438 6.023094 0.016 -0.223 0.622 -1.4061
C 2.874976 -2.176111 6.479800 1.240 1.447 -1.072 -1.5992
C 0.839291 -0.895596 7.156192 -1.444 0.376 1.158 -1.9455
C 2.057033 -1.689648 -1.283002 -0.444 -0.076 0.359 0.3220
O 1.390402 -2.921605 -1.306528 -1.999 1.514 0.431 -0.1442
C 2.116718 -4.060623 -1.547870 0.617 -1.606 -1.173 -1.3192
C 3.556075 2.331993 -0.686031 0.314 1.344 -0.528 2.1254
C 5.084972 2.400657 -0.381884 -1.668 -0.951 1.370 -1.8089
C 2.762427 2.898166 0.532414 -0.329 -1.657 0.184 -1.3969
C 3.424393 3.331502 -1.862479 -1.873 1.040 0.201 -2.0244
C -1.023641 -0.494035 -2.862353 -1.898 -1.571 1.958 -0.2610
O -0.880522 -1.554831 -2.030145 -0.123 0.654 -0.461 0.2785
C -1.411339 2.757867 -5.679517 1.264 -0.055 -0.573 2.4135
C -1.848453 2.223648 -7.022198 -0.171 -1.960 -1.456 -1.8183
C -2.429853 3.801908 -5.293175 0.026 0.870 0.886 -1.9084
C -0.001780 3.431636 -5.913839 -1.509 0.612 0.876 -1.6699
H -4.094195 -3.120665 0.936413 -0.676 0.109 1.172 0.2570
H -4.551386 -2.185409 -0.566792 0.153 -0.417 0.407 0.3222
H -3.629359 -3.748500 -0.573130 -0.371 -0.213 -0.443 0.1423
H -3.479691 -1.180514 -2.109362 -0.060 -0.676 0.433 0.2624
H -4.261324 0.327008 -2.177659 0.304 0.345 -0.054 0.6102
H -3.227744 1.852455 -3.744042 -0.753 0.498 -0.050 0.4663
H 0.696106 1.028788 -5.284152 -0.806 0.015 0.518 0.1522
H 0.954068 -2.117953 -3.735293 -0.377 -1.246 -0.223 0.2942
H 1.857784 -0.802256 -4.448797 1.047 0.236 -1.449 0.7967
H 2.208830 1.220050 -2.902068 0.005 -0.135 0.160 0.6056
H 3.712934 0.180209 0.952228 0.234 0.152 0.695 0.7255
H 2.571575 -3.215507 1.072280 -0.356 -0.609 -0.328 0.4168
H 3.727148 -2.068076 1.587540 0.303 0.135 0.002 0.6123
H 3.377736 -1.464212 3.711343 -1.658 0.274 0.018 0.1974
H -0.650420 -1.274817 5.179097 -1.338 0.267 1.524 0.7922
H -2.334549 -2.586345 2.489933 0.495 0.070 0.163 0.2542
H -2.542866 -1.381923 3.712484 -0.115 0.191 0.510 0.6029
H -1.835081 0.917268 3.140874 -0.206 0.072 -0.422 0.5590
H -3.102408 2.312687 -0.733376 0.078 -0.721 0.481 0.4132
H -4.153040 4.166723 1.016573 0.526 -0.204 1.064 0.2863
H -4.139716 3.523864 2.800539 0.775 0.446 -1.752 0.3214
H -3.296313 4.963233 2.388253 0.319 1.055 -0.041 0.5244
H -1.965120 4.053760 -0.369516 -0.747 -0.114 -0.929 0.5037
H -1.530080 5.185846 0.860917 0.310 -0.581 0.017 0.4501
H -0.472594 3.780778 0.382165 0.101 0.112 0.381 -0.0728
H -2.071487 3.150479 3.745756 -0.124 -0.861 1.092 0.4673
H -0.534283 2.673780 2.832820 -0.335 0.706 0.703 0.4165
H -1.157318 4.409642 3.105979 0.583 -0.149 -0.138 0.5379
H 3.482948 0.408273 5.293861 -1.019 -0.262 1.147 0.2400
H 1.827380 1.051350 5.720768 0.645 0.069 0.220 0.2921
H 2.881774 0.479203 7.111498 0.267 0.477 -1.343 0.4407
H 3.783168 -2.100295 5.817781 -0.701 -0.049 0.746 0.2956
H 3.197585 -2.104515 7.509148 0.181 0.649 0.346 0.4341
H 2.584778 -3.194559 6.421509 -1.095 -0.860 -0.554 0.3921
H 0.215011 0.005625 7.096068 0.220 0.158 -0.486 0.4381
H 0.056609 -1.672892 7.279501 0.859 -0.143 -0.265 0.3872
H 1.326876 -0.752187 8.150435 -0.065 -0.438 -0.770 0.3795
H 1.822569 -4.423004 -2.563102 0.475 -0.196 0.802 0.1776
H 3.144173 -3.786209 -1.509116 1.059 0.100 -0.459 0.5597
H 2.043914 -4.824526 -0.772420 -0.734 0.027 -0.017 0.2401
H 5.313975 1.734906 0.475647 0.311 0.054 -0.788 0.2936
H 5.621963 2.219293 -1.293110 0.605 -0.297 -0.106 0.4618
H 5.234431 3.391966 -0.010241 0.519 0.753 -0.018 0.4944
H 2.922030 2.184244 1.399375 -0.554 0.819 -0.883 0.2943
H 3.188782 3.828619 0.842157 0.121 0.817 0.072 0.5660
H 1.660379 3.018328 0.307831 1.234 -0.249 0.291 -0.0037
H 3.995704 3.138781 -2.761086 0.063 -0.511 -0.148 0.4374
H 2.367987 3.591918 -2.134630 0.530 -0.916 -0.065 0.2720
H 3.714074 4.340511 -1.551772 0.557 -0.208 0.384 0.4598
H -2.769345 1.660460 -6.951474 -0.439 -0.269 0.388 0.3920
H -2.093338 2.952282 -7.761774 0.024 1.210 -0.297 0.4798
H -1.192382 1.518689 -7.605682 0.056 0.576 1.110 0.3064
H -3.453473 3.427242 -5.318117 0.015 -0.045 -0.028 0.3523
H -2.249006 4.241411 -4.291531 -0.027 -0.394 -0.326 0.2870
H -2.354879 4.640108 -5.981938 -0.147 0.043 -0.213 0.4818
H 0.690943 2.718544 -6.323650 0.383 -0.154 0.000 0.3819
H -0.134991 4.239276 -6.662575 0.165 -0.291 0.542 0.4612
H 0.333982 3.836985 -4.929462 0.130 -0.169 -0.877 0.2748
N -2.407745 -5.881310 -1.768411 0.275 -1.803 1.536 -0.3373
C -1.506531 -5.348981 -0.914888 0.021 -1.380 0.441 1.0787
O -1.138919 -4.163527 -1.162468 0.162 0.568 -0.530 0.4572
C -0.991320 -6.082286 0.163747 -0.197 0.441 -0.122 0.0366
C -0.060458 -5.447680 1.026588 0.687 0.055 0.745 0.1474
N 0.717021 -4.946844 1.731177 -0.713 -0.489 -0.727 -0.5726
C -1.471317 -7.399441 0.350562 0.407 0.796 -0.133 -0.3689
N -1.952040 -8.439606 0.324392 -0.368 -0.887 0.120 -0.6049
H -2.685382 -6.872331 -1.697490 0.288 1.076 -0.072 0.2100
H -2.673819 -5.331495 -2.524066 -0.505 0.802 -1.411 0.2356

12
Properties=species:S:1:pos:R:3:forces:R:3:nbo_charge:R:1 method="wB97M-V/def2-TZVPD" e_above_lowest_kj_mol=229.1 gap_ev=7.465 homo_energy_ev=-7.643 largest_force_ev_per_a=3.671 lumo_ev=-0.18 charge=0
C 0.251741 0.881271 0.349407 0.542 -0.920 -1.109 -0.4712
C -1.113270 1.346821 0.401978 1.366 0.267 -0.017 -0.2983
C 0.330774 -0.469860 -0.058114 0.394 2.220 0.583 0.4677
C -2.084555 0.473073 0.261376 1.979 -2.063 -0.658 -0.0505
C 1.683497 -1.161187 -0.314034 -1.107 3.302 1.160 -0.6661
O -0.761820 -1.057081 -0.247331 -2.448 0.198 0.533 -0.5490
I -3.899111 -0.092955 -0.189022 -0.669 -0.162 -0.134 0.3858
H 1.183343 1.416776 0.176870 -0.640 0.706 0.657 0.2186
H -1.387912 2.393497 0.528910 0.117 -0.151 0.171 0.2707
H 1.437487 -1.892668 -1.024224 0.689 -0.959 -1.262 0.2339
H 2.377033 -0.277843 -0.515228 -0.571 -1.741 -0.454 0.2266
H 1.982792 -1.559846 0.629415 0.348 -0.698 0.529 0.2318

| no. | total energy (hartree) |
| --- | --- |
| 1 | -1182.9727 |
| 2 | -2724.3416 |
| 3 | -566.3207 |